{
  "formula": "C5H3ClF4N2",
  "method": "wB97M-V/def2-TZVPD",
  "symbols": ["C", "C", "C", "C", "C", "N", "N", "F", "F", "F", "F", "Cl", "H", "H", "H"],
  "positions_angstrom": [[-1.165855, 0.857661, -0.016999], [-0.376676, 1.653414, -0.778335], [-0.325219, -0.271755, 0.549263], [2.352620, 0.052535, 0.434691], [-1.225734, -1.501009, -0.060162], [0.921263, 1.336973, -0.741493], [1.106281, 0.238867, -0.012075], [2.532478, -1.036272, 1.179312], [-1.595015, -1.362994, -1.286464], [-2.293858, -1.493087, 0.723361], [-0.514846, -2.621740, 0.101733], [3.541501, 1.100731, -0.046297], [-2.258723, 0.828893, -0.190646], [-0.605422, 2.494079, -1.403755], [-0.092799, -0.276290, 1.547867]],
  "atomic_forces_ev_per_a": [[-0.6, 1.1, -0.1], [-0.1, -0.7, 1.0], [-1.5, 1.1, -4.4], [-3.4, -0.9, -0.4], [3.6, 1.2, 2.9], [1.3, 0.3, -1.2], [0.3, 0.4, 0.3], [0.6, 0.3, -0.2], [-0.1, -0.2, -1.3], [-0.6, -0.7, 0.2], [-0.5, -0.8, -0.3], [0.8, -0.3, 0.4], [0.9, -0.2, 0.6], [-0.5, 0.1, -0.1], [-0.2, -0.7, 2.5]],
  "nbo_charge": [-0.42, 0.01, -0.13, 0.45, 1.00, -0.40, -0.13, -0.29, -0.29, -0.31, -0.32, 0.14, 0.24, 0.22, 0.23],
  "homo_ev": [-7.26, -7.26],
  "spin_multiplicity": 1,
  "mol_weight_g_mol": 202.5,
  "e_tot_ha": -1161.35768,
  "e_lumo_ev": [0.2300, 0.2305],
  "max_force_ev_per_a": 4.77,
  "relative_energy_kcal_mol": 19.4
}



{
  "formula": "C5H3ClN9O4Ru",
  "method": "wB97M-V/def2-TZVPD",
  "symbols": ["Ru", "O", "C", "O", "C", "O", "O", "N", "C", "N", "N", "N", "N", "C", "N", "N", "N", "N", "H", "Cl", "C", "H", "H"],
  "positions_angstrom": [[-0.086399, 0.125264, -0.098769], [-1.578800, -1.084758, 3.644727], [-0.986881, -1.011444, 2.596502], [-0.131518, -0.272546, 2.076597], [-1.392757, -2.373559, 1.452792], [-1.668224, -3.411932, 2.011384], [-1.298355, -1.931789, 0.308576], [2.429174, 0.002940, -2.505318], [1.133792, 0.050699, -2.941913], [0.808377, 0.146782, -4.218977], [-0.545639, 0.163341, -4.207507], [-0.990036, 0.085876, -3.004321], [0.067961, -0.009148, -2.154851], [2.808049, 0.037308, -1.188776], [4.071625, -0.005382, -0.805478], [4.001716, 0.062736, 0.545030], [2.778432, 0.134946, 0.935132], [1.975654, 0.117648, -0.160688], [3.155156, 0.035890, -3.196206], [-2.583819, 1.155873, -0.038812], [-0.928762, 1.944574, -0.056755], [-0.880230, 2.583063, 0.822114], [-0.887714, 2.518719, -0.980682]],
  "atomic_forces_ev_per_a": [[-0.2, -1.9, 0.7], [0.3, 1.1, 1.2], [-1.8, -4.0, -2.3], [1.0, 2.6, -0.9], [1.0, 3.0, 3.9], [-0.5, -1.1, -0.8], [0.5, 0.0, -2.7], [0.1, 0.0, 0.0], [0.2, -0.1, -0.2], [-0.1, 0.0, 0.0], [0.1, 0.0, 0.2], [-0.1, 0.0, -0.2], [-0.8, 0.7, 0.4], [0.3, -0.1, -0.4], [-0.1, 0.0, 0.0], [-0.4, 0.0, 0.0], [0.3, 0.1, 0.2], [-0.8, 0.3, 0.7], [0.0, 0.0, 0.0], [0.5, 0.0, 0.0], [0.1, -0.2, 0.0], [0.1, -0.1, 0.1], [0.1, 0.0, 0.0]],
  "nbo_charge": [1.01, -0.69, 0.69, -0.74, 0.69, -0.71, -0.75, -0.59, 0.45, -0.42, -0.12, -0.11, -0.39, 0.44, -0.42, -0.12, -0.09, -0.38, 0.41, -0.07, -0.47, 0.19, 0.19],
  "homo_ev": [-0.74, -0.54],
  "charge": -2,
  "spin_multiplicity": 2,
  "mol_weight_g_mol": 389.7,
  "e_tot_ha": -1541.21903,
  "s_squared": 0.7559,
  "e_lumo_ev": [5.3077, 4.8769],
  "max_force_ev_per_a": 5.01,
  "relative_energy_kcal_mol": 21.8
}



Q: What is the formula in the first record?
A: C5H3ClF4N2